No. 1
Computed, not measured: a 24-piece molecular cluster, C28H30BCl69FN2O3 overall in a non-equilibrium geometry, with ωB97M-V/def2-TZVPD.

Summary:
**LUMO**: -3.24 eV
**Net charge**: +1
**E_HOMO**: -0.435 Ha
**Gap between HOMO and LUMO**: 8.61 eV
**Largest force on an atom**: 2.0 eV/Å

Cartesian coordinates (Å):
1 O -3.6080 -2.6197 1.0125
2 C -3.0530 -1.5650 1.0093
3 F -3.6554 -0.3937 1.1772
4 C -1.5170 -1.4626 0.8593
5 N -0.9826 -1.3796 2.2213
6 C -0.9518 -2.4372 3.1491
7 C -0.4143 -1.9099 4.2592
8 N -0.1417 -0.5721 4.0503
9 C -0.4966 -0.2949 2.7944
10 B -0.3538 1.1901 2.1682
11 O 0.9339 1.6657 2.0000
12 O -1.4350 1.9095 1.8189
13 H -1.2348 -0.5985 0.2509
14 H -1.1359 -2.3508 0.3350
15 H -1.3035 -3.4619 3.0033
16 H -0.2107 -2.4235 5.1911
17 H 0.2392 0.1117 4.6892
18 H 1.4770 0.9856 1.5775
19 H -1.1393 2.6407 1.2274
20 C 0.2733 2.6913 -1.7895
21 Cl -0.3264 3.7244 -0.4846
22 Cl -0.4641 1.0826 -1.7190
23 Cl -0.0291 3.4353 -3.3493
24 H 1.3439 2.5787 -1.6659
25 C -1.4792 -5.3251 0.4863
26 Cl -1.5425 -5.7269 2.1944
27 Cl 0.0088 -4.4264 0.1385
28 Cl -1.5723 -6.7829 -0.4779
29 H -2.3256 -4.6887 0.2529
30 C 1.2137 7.6251 -0.2631
31 Cl 1.2130 7.0025 1.3917
32 Cl 2.5657 8.7223 -0.5183
33 Cl 1.2696 6.2930 -1.4258
34 H 0.2950 8.1731 -0.4201
35 C -7.2360 -2.8289 0.6591
36 Cl -7.7287 -1.5974 1.8303
37 Cl -8.1571 -4.3129 0.9038
38 Cl -7.4308 -2.2390 -0.9957
39 H -6.1875 -3.0487 0.8189
40 C 3.8502 11.3597 -3.2161
41 Cl 4.2717 9.8108 -3.9471
42 Cl 4.5197 11.4707 -1.5863
43 Cl 4.4104 12.7090 -4.2095
44 H 2.7708 11.4168 -3.1480
45 C -5.3181 2.7753 0.4963
46 Cl -5.7911 4.0094 1.6629
47 Cl -6.2701 1.3048 0.7234
48 Cl -5.4911 3.3799 -1.1534
49 H -4.2751 2.5321 0.6616
50 C 1.8262 -8.1726 3.3328
51 Cl 0.5343 -8.1916 4.5340
52 Cl 1.5056 -6.9569 2.0932
53 Cl 3.3919 -7.8842 4.0996
54 H 1.8572 -9.1441 2.8513
55 C 0.2519 -12.1684 6.4272
56 Cl 0.7586 -13.7981 5.9734
57 Cl 1.4586 -10.9792 5.9296
58 Cl -1.3226 -11.7860 5.7258
59 H 0.1621 -12.1293 7.5056
60 C -0.1154 11.7426 0.3429
61 Cl -0.6239 10.1789 0.9848
62 Cl 0.9302 11.5607 -1.0756
63 Cl -1.5216 12.7295 -0.0490
64 H 0.4516 12.2508 1.1129
65 C 0.6196 -9.9588 -2.0057
66 Cl 0.8258 -10.7794 -0.4505
67 Cl -1.0901 -9.8267 -2.4314
68 Cl 1.3717 -8.3648 -1.9432
69 H 1.1171 -10.5420 -2.7712
70 C 6.9169 12.5027 -7.0246
71 Cl 8.3269 11.4724 -6.7614
72 Cl 7.3930 14.2011 -7.0974
73 Cl 6.0677 12.0281 -8.4966
74 H 6.2424 12.3736 -6.1877
75 C 5.6243 8.2150 -8.7224
76 Cl 4.4057 7.9843 -9.9756
77 Cl 4.8765 8.7585 -7.2195
78 Cl 6.5364 6.7225 -8.4589
79 H 6.3149 8.9812 -9.0547
80 C 2.0168 -13.1447 2.4946
81 Cl 2.9734 -11.6583 2.5962
82 Cl 0.2911 -12.7853 2.5859
83 Cl 2.3930 -14.0236 1.0130
84 H 2.2776 -13.7717 3.3389
85 C -10.6076 0.1462 -1.0420
86 Cl -11.9285 0.0839 0.1271
87 Cl -10.9313 1.3592 -2.2830
88 Cl -9.0739 0.4767 -0.2320
89 H -10.5350 -0.8216 -1.5240
90 C -2.4975 -13.5953 -2.2391
91 Cl -2.0990 -13.5617 -3.9596
92 Cl -2.4644 -15.2497 -1.6240
93 Cl -1.3901 -12.5640 -1.3278
94 H -3.5017 -13.2088 -2.1166
95 C 7.0004 -8.4845 5.2929
96 Cl 7.4481 -9.4913 6.6718
97 Cl 7.9436 -6.9920 5.2834
98 Cl 7.2150 -9.3706 3.7832
99 H 5.9538 -8.2239 5.3871
100 C -8.2259 7.6983 1.4391
101 Cl -7.8301 6.6918 2.8350
102 Cl -7.2930 9.1955 1.4674
103 Cl -7.9428 6.8157 -0.0625
104 H -9.2780 7.9513 1.4928
105 C 11.6363 13.4849 -6.3887
106 Cl 12.0696 11.9419 -7.1297
107 Cl 12.2747 13.5889 -4.7457
108 Cl 12.2161 14.8325 -7.3690
109 H 10.5552 13.5430 -6.3373
110 C 4.5528 3.5397 -9.7622
111 Cl 2.9987 3.5437 -8.9214
112 Cl 5.2406 1.9136 -9.7908
113 Cl 4.3775 4.1735 -11.3982
114 H 5.2319 4.1864 -9.2201
115 C 7.3515 7.1045 -3.3253
116 Cl 5.7978 7.0974 -2.4832
117 Cl 8.0322 5.4759 -3.3861
118 Cl 7.1728 7.7647 -4.9515
119 H 8.0346 7.7376 -2.7729
120 C -8.3421 -4.9971 4.5656
121 Cl -6.8375 -5.8901 4.3035
122 Cl -9.7398 -6.0370 4.2855
123 Cl -8.3854 -4.3205 6.1953
124 H -8.3792 -4.1788 3.8564
125 C -11.1465 5.8818 5.0936
126 Cl -11.6113 7.1171 6.2642
127 Cl -12.0920 4.4111 5.3296
128 Cl -11.3329 6.4837 3.4444
129 H -10.1016 5.6425 5.2495
130 C 5.6714 -13.2842 6.9111
131 Cl 5.0727 -14.7844 7.6227
132 Cl 6.6520 -13.6196 5.4826
133 Cl 4.3284 -12.2111 6.5054
134 H 6.2960 -12.7863 7.6426

***

No. 2
Computed, not measured: C28H30CdF3N3O5PS4 as an isolated structure, with ωB97M-V/def2-TZVPD.

Summary:
**Energy relative to the best compared isomer or geometry (same formula, charge and spin)**: 2.3 kcal per mole
**⟨S²⟩**: 0.75
**LUMO (spin up / spin down)**: 4.48 / 4.46 eV
**Net charge**: -2
**E_HOMO (spin up / spin down)**: -0.019 / -0.056 Ha
**Gap between HOMO and LUMO (spin up / spin down)**: 4.99 / 5.98 eV
**Largest force on an atom**: 0.7 eV/Å
**Spin multiplicity**: 2

Cartesian coordinates (Å):
1 Cd -0.5800 0.0309 0.5226
2 C 0.7468 0.8101 5.1860
3 C 1.2767 1.2847 3.8532
4 O 2.5270 0.6198 3.6014
5 P 2.9203 0.2661 2.0757
6 S 2.1929 -1.4828 1.5815
7 S 2.4476 1.8123 0.9538
8 O 4.5272 0.0911 2.2641
9 C 5.3439 1.2046 2.6223
10 C 5.6774 1.1680 4.1029
11 H -0.2212 1.2812 5.3806
12 H 1.4376 1.0599 5.9976
13 H 0.6044 -0.2727 5.1673
14 H 1.4454 2.3624 3.8442
15 H 0.5591 1.0596 3.0694
16 H 4.8478 2.1367 2.3505
17 H 6.2535 1.1249 2.0237
18 H 4.7634 1.2456 4.6938
19 H 6.3437 1.9998 4.3601
20 H 6.1741 0.2298 4.3619
21 C 0.7165 -5.0799 0.6002
22 N 0.5606 -4.1676 -0.5179
23 C 1.5658 -3.8611 -1.4273
24 C 1.0969 -2.8872 -2.2162
25 N -0.1841 -2.5811 -1.7680
26 C -0.5297 -3.3577 -0.6980
27 S -1.9816 -3.4047 0.1593
28 C -0.9743 -1.5480 -2.4090
29 C -1.1938 -1.7025 -3.7661
30 C -2.1714 -0.8103 -4.3320
31 C -2.6464 0.2348 -3.6349
32 C -2.0226 0.5712 -2.2948
33 N -1.4295 -0.5942 -1.6308
34 H 1.2437 -5.9724 0.2595
35 H -0.2744 -5.3454 0.9562
36 H 1.2735 -4.6093 1.4086
37 H 2.5249 -4.3526 -1.4096
38 H 1.5473 -2.3397 -3.0275
39 H -0.8538 -2.5899 -4.2805
40 H -2.5672 -1.0247 -5.3219
41 H -3.4249 0.8871 -4.0194
42 H -2.7786 0.9714 -1.6168
43 C 0.8665 6.6286 -1.9370
44 C -0.4786 6.5465 -1.6063
45 C -1.1199 5.3142 -1.6095
46 C -0.4507 4.1407 -1.9521
47 C 0.9091 4.2356 -2.2581
48 C 1.5559 5.4652 -2.2517
49 C -1.2305 2.8764 -1.9184
50 C -0.9756 1.6923 -2.4619
51 C 0.1798 1.4026 -3.3659
52 C 0.1174 1.8165 -4.6947
53 C 1.1532 1.5362 -5.5759
54 C 2.2745 0.8415 -5.1352
55 C 2.3494 0.4317 -3.8097
56 C 1.3059 0.7025 -2.9345
57 H 1.3771 7.5830 -1.9273
58 H -1.0295 7.4382 -1.3315
59 H -2.1668 5.2508 -1.3307
60 H 1.4779 3.3413 -2.4717
61 H 2.6140 5.5062 -2.4810
62 H -2.1476 2.9378 -1.3318
63 H -0.7600 2.3559 -5.0341
64 H 1.0850 1.8635 -6.6075
65 H 3.0868 0.6279 -5.8193
66 H 3.2224 -0.0945 -3.4405
67 H 1.3938 0.4002 -1.9022
68 F -1.5183 3.4896 3.4075
69 C -2.0403 3.1560 2.2156
70 F -2.9311 4.1087 1.8775
71 F -1.0595 3.1868 1.3155
72 S -2.8599 1.5155 2.3052
73 O -1.8184 0.6444 2.8453
74 O -3.9745 1.7650 3.1862
75 O -3.1845 1.2304 0.9159

***

No. 3
Computed, not measured: C28H30Cl5N3O4ReSi as an isolated structure, with ωB97M-V/def2-TZVPD.

Summary:
**Energy relative to the best compared isomer or geometry (same formula, charge and spin)**: 9.5 kcal per mole
**⟨S²⟩**: 3.77
**LUMO (spin up / spin down)**: 0.02 / -0.71 eV
**Net charge**: 0
**E_HOMO (spin up / spin down)**: -0.288 / -0.318 Ha
**Gap between HOMO and LUMO (spin up / spin down)**: 7.86 / 7.94 eV
**Largest force on an atom**: 0.3 eV/Å
**Spin multiplicity**: 4

Cartesian coordinates (Å):
1 Re -0.2242 0.4362 -0.4523
2 C 3.4500 -0.4226 -2.3185
3 C 2.5689 0.2127 -1.2892
4 O 1.5210 -0.5007 -0.9692
5 C 2.9041 1.4128 -0.6998
6 C 2.2733 1.8786 0.4859
7 C 3.0747 2.6186 1.5131
8 N 1.0315 1.5638 0.7358
9 N 0.6237 1.5695 2.0843
10 C 0.0137 0.4527 2.3131
11 O -0.1939 -0.4499 1.3640
12 C -0.4636 0.1323 3.6743
13 C -0.3741 1.0764 4.6949
14 C -0.8243 0.7618 5.9647
15 C -1.3602 -0.4934 6.2249
16 C -1.4477 -1.4348 5.2106
17 C -1.0032 -1.1222 3.9357
18 H 2.9303 -0.4221 -3.2787
19 H 3.6328 -1.4621 -2.0460
20 H 4.3951 0.1036 -2.4282
21 H 3.8397 1.8700 -0.9877
22 H 3.9366 3.0918 1.0475
23 H 3.4333 1.9120 2.2642
24 H 2.4634 3.3553 2.0294
25 H 0.0452 2.0489 4.4781
26 H -0.7584 1.4973 6.7556
27 H -1.7121 -0.7363 7.2193
28 H -1.8677 -2.4112 5.4118
29 H -1.0708 -1.8430 3.1336
30 Cl 1.4179 -5.1131 -4.7106
31 C 0.6584 -3.8933 -3.7662
32 C 0.0464 -4.2162 -2.5568
33 Cl 0.0556 -5.8424 -1.9991
34 C -0.5664 -3.2272 -1.7982
35 Cl -1.2938 -3.6033 -0.2793
36 C -0.5961 -1.8968 -2.2233
37 O -1.1990 -0.9683 -1.4988
38 C 0.0223 -1.5951 -3.4437
39 Cl 0.0264 0.0580 -3.9555
40 C 0.6466 -2.5715 -4.2046
41 Cl 1.4141 -2.1438 -5.6845
42 C -4.0392 -1.6306 0.5476
43 O -2.9825 -0.9023 1.1499
44 H -4.1432 -2.6300 0.9817
45 H -3.8993 -1.7219 -0.5341
46 H -4.9580 -1.0762 0.7290
47 H -2.1592 -1.3758 0.9862
48 C 0.5601 3.8504 -1.9359
49 Si -1.0686 3.5787 -1.0661
50 C -2.3828 4.4059 -2.0982
51 C -1.0724 4.2873 0.6590
52 N -1.4559 1.8238 -0.9782
53 C -2.8248 1.5152 -1.2937
54 C -3.1856 1.1510 -2.5857
55 C -4.5170 0.9212 -2.8964
56 C -5.4965 1.0621 -1.9229
57 C -5.1331 1.4212 -0.6329
58 C -3.8010 1.6392 -0.3136
59 H 0.7312 4.9288 -1.9921
60 H 0.5219 3.4687 -2.9589
61 H 1.4167 3.3980 -1.4398
62 H -2.1578 5.4694 -2.2060
63 H -3.3698 4.3137 -1.6432
64 H -2.4333 3.9723 -3.0984
65 H -0.8042 5.3464 0.6237
66 H -0.3727 3.7758 1.3199
67 H -2.0684 4.2081 1.0989
68 H -2.4153 1.0494 -3.3374
69 H -4.7887 0.6358 -3.9047
70 H -6.5363 0.8887 -2.1675
71 H -5.8890 1.5258 0.1351
72 H -3.5075 1.8881 0.6977

***

No. 4
Computed, not measured: C28H30CrF3N5O6Si as an isolated structure in a non-equilibrium geometry, with ωB97M-V/def2-TZVPD.

Summary:
**Energy relative to the best compared isomer or geometry (same formula, charge and spin)**: 0.0 kcal per mole
**⟨S²⟩**: 6.01
**LUMO (spin up / spin down)**: 4.38 / 4.38 eV
**Net charge**: -2
**E_HOMO (spin up / spin down)**: -0.114 / -0.127 Ha
**Gap between HOMO and LUMO (spin up / spin down)**: 7.47 / 7.82 eV
**Largest force on an atom**: 1.7 eV/Å
**Spin multiplicity**: 5

Cartesian coordinates (Å):
1 Cr 0.3748 -1.7721 0.7159
2 F -0.7825 -5.2864 4.1497
3 C 0.0908 -5.2402 3.1289
4 F -0.4059 -5.9787 2.1337
5 F 1.1956 -5.8677 3.5869
6 C 0.4374 -3.7850 2.6662
7 O 0.9200 -3.0146 3.4752
8 O 0.1275 -3.6276 1.4568
9 C 1.3635 3.4979 -2.2692
10 C 0.5265 2.2536 -1.8802
11 C -0.8827 2.7461 -1.4863
12 C 0.5092 1.2633 -3.0876
13 Si 1.3227 1.2978 -0.4048
14 O 0.4925 -0.0365 -0.1630
15 C 3.1216 0.9390 -0.9047
16 C 4.2484 1.6716 -0.4714
17 C 5.5410 1.3396 -0.8560
18 C 5.7742 0.2380 -1.6738
19 C 4.6894 -0.4822 -2.1381
20 C 3.3961 -0.1391 -1.7533
21 C 1.2551 2.3750 1.1413
22 C 0.5349 1.8441 2.2195
23 C 0.4319 2.5167 3.4302
24 C 1.0716 3.7540 3.6077
25 C 1.7538 4.3198 2.5441
26 C 1.8415 3.6170 1.3378
27 H 0.9062 4.0242 -3.1036
28 H 2.3985 3.2156 -2.5834
29 H 1.4398 4.2296 -1.4516
30 H -1.2639 3.4440 -2.2499
31 H -0.8842 3.2975 -0.5240
32 H -1.5432 1.9013 -1.3667
33 H 0.0364 1.7301 -3.9792
34 H -0.0457 0.3590 -2.8878
35 H 1.5446 0.9521 -3.3748
36 H 4.0905 2.4887 0.2140
37 H 6.3425 1.9472 -0.4291
38 H 6.8010 0.0014 -1.9459
39 H 4.8684 -1.3598 -2.7631
40 H 2.6059 -0.7321 -2.1144
41 H 0.0263 0.8773 2.1252
42 H -0.0749 2.0178 4.2484
43 H 0.9531 4.2838 4.5219
44 H 2.2842 5.2593 2.6463
45 H 2.4373 4.0813 0.5499
46 N 2.4653 -1.8850 0.5118
47 C 3.5984 -2.1069 0.6843
48 N 4.8889 -2.2733 0.6870
49 C 5.6160 -2.8845 1.5664
50 N 6.3685 -3.4579 2.2472
51 C -3.6559 1.2441 0.3168
52 C -4.1375 0.3797 -0.8775
53 C -3.9898 -1.1715 -0.7376
54 C -4.6194 -1.8070 -1.9918
55 C -4.6675 -3.3504 -2.0262
56 C -4.8390 -1.5571 0.4668
57 O -6.0698 -1.6220 0.4251
58 N -4.1027 -1.7707 1.5777
59 C -2.6492 -1.6127 1.7058
60 O -2.2125 -1.5482 2.8370
61 N -1.8973 -1.6223 0.5934
62 C -2.4680 -1.5025 -0.6281
63 O -1.8526 -1.6246 -1.6804
64 H -3.6250 2.3073 -0.0103
65 H -2.6295 1.0117 0.6133
66 H -4.3443 1.1644 1.1479
67 H -3.5813 0.6679 -1.7731
68 H -5.1951 0.5721 -1.0356
69 H -4.0207 -1.4831 -2.8490
70 H -5.6507 -1.4452 -2.0994
71 H -3.6450 -3.7455 -1.9888
72 H -5.1518 -3.7166 -2.9726
73 H -5.2410 -3.7682 -1.2175
74 H -4.5631 -1.8535 2.4696

***

No. 5
Computed, not measured: C28H30F12NO4ReS as an isolated structure in a non-equilibrium geometry, with ωB97M-V/def2-TZVPD.

Summary:
**LUMO (spin up / spin down)**: -14.81 / -15.03 eV
**Net charge**: +4
**E_HOMO (spin up / spin down)**: -0.764 / -0.755 Ha
**Gap between HOMO and LUMO (spin up / spin down)**: 5.98 / 5.51 eV
**Largest force on an atom**: 2.5 eV/Å

Cartesian coordinates (Å):
1 Re -0.0897 0.1562 1.0704
2 C -3.8786 -1.2102 -4.8111
3 C -2.8259 -1.0133 -3.7943
4 C -1.5505 -0.5445 -4.1356
5 C -0.5793 -0.4156 -3.1796
6 C -0.8298 -0.7002 -1.8040
7 N 0.2252 -0.6581 -0.9140
8 C 1.3945 -1.1801 -1.3332
9 C 1.3715 -2.1175 -2.4442
10 C 2.4962 -2.6003 -3.0278
11 C 3.7638 -2.2362 -2.5351
12 C 5.0054 -2.7124 -3.1519
13 C 3.8098 -1.4299 -1.3418
14 C 2.7010 -0.9447 -0.7291
15 C 2.8869 -0.2247 0.5912
16 O 1.6580 0.3293 1.0328
17 C 3.8793 0.9793 0.5240
18 F 5.1175 0.5797 0.3689
19 F 3.5015 1.7474 -0.5026
20 F 3.7675 1.6962 1.6402
21 C 3.2671 -1.2766 1.6995
22 F 4.3107 -1.9881 1.3660
23 F 2.1865 -2.0870 1.8101
24 F 3.4568 -0.6773 2.8582
25 C -2.1733 -1.0468 -1.4345
26 C -3.0968 -1.2558 -2.4166
27 C -2.5385 -1.3126 0.0135
28 O -1.6948 -0.5092 0.8387
29 C -3.9978 -0.8827 0.3902
30 F -4.0941 -0.7999 1.7112
31 F -4.2111 0.3356 -0.1174
32 F -4.8804 -1.7323 -0.0802
33 C -2.2620 -2.8105 0.3978
34 F -2.7375 -3.0976 1.5911
35 F -2.7554 -3.6113 -0.5124
36 F -0.9120 -2.9599 0.4325
37 H -3.6932 -0.6371 -5.7165
38 H -3.8959 -2.2655 -5.1242
39 H -4.8796 -1.0190 -4.4249
40 H -1.3359 -0.2643 -5.1596
41 H 0.3918 -0.0133 -3.4514
42 H 0.4132 -2.4970 -2.7718
43 H 2.4220 -3.3060 -3.8465
44 H 4.9805 -2.5737 -4.2399
45 H 5.9013 -2.2734 -2.7242
46 H 5.0819 -3.8084 -3.0612
47 H 4.7907 -1.2376 -0.9297
48 H -4.0826 -1.6296 -2.1688
49 C -0.3516 -1.7813 3.9406
50 C -1.2799 -0.6012 3.8193
51 O -0.6463 0.5674 3.1454
52 C 0.3307 1.2479 4.0154
53 C 0.4919 2.6594 3.5606
54 H -0.9034 -2.6027 4.4016
55 H 0.5100 -1.5708 4.5743
56 H 0.0005 -2.1357 2.9597
57 H -1.6223 -0.2529 4.7904
58 H -2.1583 -0.8358 3.2281
59 H 1.2791 0.7109 3.9973
60 H -0.0605 1.2337 5.0313
61 H 1.7828 2.8949 2.0892
62 H 1.2419 3.1566 4.1748
63 H -0.4435 3.2061 3.6734
64 O 0.8509 2.6540 2.1678
65 S -1.2721 2.1355 -0.0739
66 C -2.1495 3.2013 1.1076
67 C -1.8340 4.6336 0.6568
68 C -0.3693 4.6703 0.2159
69 C -0.1544 3.4495 -0.6774
70 H -1.7839 2.9787 2.1086
71 H -3.2067 2.9374 1.0660
72 H -2.0320 5.3203 1.4785
73 H -2.4865 4.9140 -0.1709
74 H 0.2943 4.6467 1.0727
75 H -0.1484 5.5724 -0.3531
76 H 0.8718 3.0939 -0.7662
77 H -0.5370 3.6324 -1.6862